Record 1
The following is a quantum chemistry calculation of a cluster of 18 separate species, C68H182N26O28 in total, from OMol25.

Geometry as XYZ:
```
304
Properties=species:S:1:pos:R:3
C -2.996 -20.674 -16.824
O -1.628 -20.896 -16.792
C -0.981 -20.050 -15.834
C 0.412 -20.743 -15.715
N 1.376 -20.196 -14.742
C 1.216 -21.001 -13.534
C 1.688 -20.303 -12.307
O 0.593 -19.407 -11.849
C 0.695 -18.980 -10.476
H -3.532 -20.874 -15.897
H -3.343 -21.443 -17.514
H -3.104 -19.651 -17.186
H -1.402 -20.194 -14.839
H -0.938 -18.977 -16.024
H 0.936 -20.759 -16.671
H 0.414 -21.823 -15.569
H 1.281 -19.205 -14.573
H 1.840 -21.882 -13.683
H 0.236 -21.447 -13.364
H 2.633 -19.767 -12.402
H 1.770 -21.131 -11.603
H 1.707 -18.578 -10.517
H 0.780 -19.879 -9.865
H -0.009 -18.224 -10.129
C 7.919 -26.292 -2.370
O 8.278 -25.469 -3.505
C 7.173 -24.902 -4.172
C 7.521 -24.045 -5.290
N 8.237 -22.859 -4.872
C 7.928 -21.727 -5.777
C 8.497 -21.924 -7.287
O 8.439 -20.627 -7.854
C 8.812 -20.962 -9.160
H 7.345 -27.139 -2.745
H 7.290 -25.705 -1.700
H 8.754 -26.672 -1.782
H 6.521 -24.340 -3.503
H 6.499 -25.701 -4.482
H 6.589 -23.874 -5.828
H 8.116 -24.646 -5.978
H 8.186 -22.799 -3.866
H 8.485 -20.889 -5.359
H 6.900 -21.366 -5.765
H 7.964 -22.716 -7.814
H 9.562 -22.140 -7.198
H 8.013 -21.456 -9.713
H 9.737 -21.514 -9.326
H 8.775 -20.051 -9.757
C 14.941 -24.969 -8.193
O 14.835 -26.088 -7.390
C 13.723 -26.838 -7.566
C 12.370 -26.316 -7.110
N 11.400 -27.395 -7.026
C 10.030 -27.006 -6.951
C 9.219 -28.114 -6.323
O 9.094 -29.242 -7.195
C 8.098 -29.125 -8.153
H 15.022 -25.167 -9.261
H 15.839 -24.361 -8.080
H 14.033 -24.369 -8.124
H 13.911 -27.775 -7.041
H 13.564 -27.146 -8.600
H 11.988 -25.570 -7.808
H 12.376 -25.765 -6.170
H 11.350 -28.116 -7.731
H 9.667 -26.851 -7.967
H 10.003 -26.104 -6.340
H 8.362 -27.581 -5.910
H 9.666 -28.603 -5.458
H 7.136 -29.214 -7.648
H 8.252 -29.794 -8.999
H 8.019 -28.102 -8.520
C 1.930 -23.037 -4.132
O 2.949 -23.404 -3.207
C 2.837 -23.010 -1.810
C 3.856 -23.835 -1.060
N 3.309 -25.110 -0.448
C 2.707 -25.991 -1.533
C 1.712 -27.217 -1.187
O 0.384 -26.892 -0.707
C 0.242 -25.718 0.135
H 1.572 -23.972 -4.563
H 2.219 -22.347 -4.925
H 1.101 -22.540 -3.628
H 1.832 -23.248 -1.459
H 3.019 -21.958 -1.592
H 4.127 -23.163 -0.246
H 4.732 -24.184 -1.608
H 3.876 -25.644 0.195
H 3.530 -26.273 -2.190
H 2.121 -25.360 -2.200
H 2.332 -27.814 -0.518
H 1.574 -27.860 -2.056
H 0.796 -25.798 1.070
H -0.835 -25.591 0.241
H 0.569 -24.896 -0.503
C -3.420 -27.765 -6.995
O -2.241 -27.233 -7.547
C -1.227 -28.176 -7.939
C -1.756 -28.999 -9.121
N -0.797 -30.005 -9.451
C -1.157 -31.073 -10.364
C -2.487 -31.795 -10.082
O -2.415 -33.072 -10.693
C -3.504 -33.922 -10.249
H -4.107 -28.039 -7.795
H -3.962 -27.050 -6.377
H -3.338 -28.681 -6.410
H -0.771 -28.697 -7.097
H -0.418 -27.463 -8.091
H -2.084 -28.492 -10.029
H -2.570 -29.545 -8.646
H -0.112 -29.497 -9.992
H -0.366 -31.818 -10.275
H -1.173 -30.731 -11.398
H -3.294 -31.306 -10.628
H -2.564 -31.816 -8.995
H -3.130 -34.940 -10.360
H -4.324 -33.756 -10.948
H -3.855 -33.790 -9.226
C 2.086 -26.590 -6.068
O 3.081 -26.562 -7.096
C 3.929 -25.387 -7.003
C 4.817 -25.101 -8.220
N 5.532 -23.777 -8.269
C 4.765 -22.564 -8.218
C 3.872 -22.190 -9.489
O 4.674 -22.561 -10.644
C 5.418 -21.458 -11.126
H 2.508 -26.257 -5.120
H 1.520 -27.522 -6.083
H 1.317 -25.866 -6.337
H 4.649 -25.432 -6.186
H 3.260 -24.530 -6.919
H 4.304 -25.189 -9.177
H 5.540 -25.862 -8.513
H 5.901 -23.791 -9.209
H 5.323 -21.746 -7.763
H 4.044 -22.690 -7.410
H 3.582 -21.151 -9.329
H 3.002 -22.844 -9.456
H 6.043 -20.996 -10.361
H 4.837 -20.656 -11.579
H 5.990 -21.901 -11.942
C -2.526 -29.841 -3.540
O -2.231 -28.491 -3.784
C -1.392 -27.796 -2.870
C -0.855 -26.678 -3.718
N -1.824 -25.870 -4.468
C -2.363 -24.726 -3.675
C -3.336 -23.842 -4.507
O -2.612 -23.029 -5.494
C -1.896 -21.832 -5.040
H -3.259 -30.110 -4.301
H -2.974 -29.752 -2.550
H -1.610 -30.431 -3.545
H -0.571 -28.417 -2.513
H -1.916 -27.466 -1.973
H -0.253 -27.284 -4.396
H -0.264 -26.056 -3.046
H -2.625 -26.389 -4.799
H -1.539 -24.231 -3.161
H -3.030 -25.066 -2.883
H -3.880 -23.101 -3.921
H -4.155 -24.474 -4.850
H -1.792 -21.037 -5.779
H -0.846 -21.949 -4.772
H -2.475 -21.344 -4.256
C 1.727 -32.206 -1.911
O 2.113 -32.516 -3.304
C 1.335 -31.793 -4.232
C 1.437 -30.333 -4.013
N 2.744 -29.653 -4.374
C 3.772 -30.089 -3.422
C 5.088 -29.288 -3.742
O 5.993 -30.000 -4.575
C 6.596 -31.054 -3.863
H 1.825 -31.177 -1.566
H 2.383 -32.805 -1.279
H 0.772 -32.680 -1.685
H 0.298 -32.055 -4.021
H 1.707 -32.050 -5.224
H 0.895 -29.967 -3.141
H 0.802 -29.893 -4.782
H 3.127 -29.979 -5.249
H 3.823 -31.178 -3.392
H 3.539 -29.785 -2.401
H 5.640 -28.957 -2.862
H 4.904 -28.350 -4.265
H 6.907 -30.803 -2.848
H 7.450 -31.365 -4.465
H 6.007 -31.967 -3.779
C 6.388 -16.955 -11.209
O 6.440 -17.489 -9.955
C 5.209 -17.586 -9.171
C 5.561 -17.986 -7.739
N 4.337 -18.131 -6.954
C 4.317 -19.181 -5.982
C 2.862 -19.728 -5.802
O 2.444 -20.469 -6.926
C 1.077 -20.548 -7.201
H 6.217 -15.904 -11.440
H 5.474 -17.414 -11.585
H 7.251 -17.385 -11.719
H 4.554 -18.402 -9.478
H 4.529 -16.735 -9.206
H 6.259 -17.341 -7.206
H 5.995 -18.979 -7.855
H 3.587 -18.323 -7.603
H 4.478 -18.618 -5.063
H 4.939 -20.076 -5.957
H 2.324 -18.878 -5.384
H 2.777 -20.404 -4.951
H 0.596 -19.587 -7.020
H 0.719 -21.193 -6.400
H 0.796 -20.908 -8.190
C 5.767 -28.439 -11.071
O 6.686 -27.457 -10.485
C 6.818 -26.199 -11.249
C 8.287 -25.768 -11.127
N 8.546 -25.135 -9.796
C 9.885 -24.698 -9.471
C 10.666 -23.841 -10.469
O 11.966 -23.533 -9.947
C 12.682 -22.621 -10.751
H 5.197 -29.000 -10.330
H 6.289 -29.171 -11.688
H 5.072 -27.969 -11.767
H 6.111 -25.473 -10.848
H 6.677 -26.388 -12.313
H 8.388 -24.961 -11.853
H 8.951 -26.610 -11.318
H 8.082 -25.711 -9.109
H 10.498 -25.593 -9.370
H 10.076 -24.316 -8.468
H 10.161 -22.914 -10.743
H 10.805 -24.430 -11.375
H 13.037 -22.960 -11.725
H 13.531 -22.183 -10.227
H 12.177 -21.682 -10.973
C 4.800 -19.124 -15.892
O 5.967 -19.331 -16.380
N 4.285 -19.964 -15.052
N 4.028 -18.150 -16.229
H 4.883 -20.706 -14.718
H 3.360 -19.885 -14.655
H 3.193 -18.107 -15.663
H 4.199 -17.680 -17.106
C 8.342 -22.272 -15.716
O 7.850 -21.960 -14.650
N 7.717 -21.949 -16.796
N 9.420 -23.001 -15.951
H 6.816 -21.494 -16.752
H 8.071 -22.446 -17.601
H 10.046 -23.183 -15.180
H 9.858 -22.835 -16.846
C 5.573 -25.410 -14.736
O 6.355 -25.583 -15.696
N 5.430 -24.303 -14.113
N 4.769 -26.320 -14.378
H 5.028 -24.244 -13.189
H 6.005 -23.614 -14.577
H 4.142 -26.093 -13.620
H 4.593 -27.118 -14.972
C 2.979 -29.777 -8.547
O 2.721 -30.761 -9.206
N 2.212 -28.780 -8.525
N 4.181 -29.393 -8.026
H 1.275 -29.037 -8.802
H 2.462 -28.009 -7.923
H 4.910 -30.092 -8.001
H 4.378 -28.536 -7.530
C -1.647 -23.645 -8.652
O -1.042 -24.103 -9.584
N -2.035 -22.418 -8.606
N -1.786 -24.347 -7.591
H -2.041 -22.012 -9.531
H -2.514 -22.118 -7.769
H -2.053 -23.994 -6.684
H -1.792 -25.355 -7.658
C 2.107 -25.913 -11.597
O 3.189 -26.147 -12.003
N 1.056 -26.630 -11.482
N 1.836 -24.771 -11.101
H 1.174 -27.505 -11.971
H 0.207 -26.497 -10.952
H 2.539 -24.071 -10.913
H 0.953 -24.651 -10.624
C -1.060 -32.486 -6.567
O -1.557 -33.034 -5.616
N -1.177 -31.226 -6.651
N -0.225 -33.091 -7.380
H -0.718 -30.770 -7.427
H -2.060 -30.915 -6.273
H -0.128 -34.096 -7.345
H 0.305 -32.621 -8.100
C 10.625 -19.916 -12.877
O 11.641 -19.727 -12.268
N 10.057 -21.018 -13.218
N 10.030 -18.930 -13.439
H 9.163 -21.220 -13.641
H 10.554 -21.825 -12.868
H 10.419 -18.005 -13.320
H 9.187 -19.137 -13.954
```

Highest occupied orbital energy in eV: -7.7379
Energy relative to the best compared isomer or geometry (same formula, charge and spin) in kcal/mol: 251.63
Gap between HOMO and LUMO in eV: 7.74
M in g/mol: 1812.36

Results of the Mulliken charge analysis, in e, for atoms 1 through 5: -0.745, -0.308, -0.250, -1.181, 0.074

=====

Record 2
The following is a quantum chemistry calculation of the ion C4H8NO with charge +1, from OMol25.

Geometry as XYZ:
```
14
Properties=species:S:1:pos:R:3
C 2.091 0.879 -0.086
C 1.336 -0.217 0.135
N 0.083 -0.298 -0.492
C -1.017 -1.283 -0.159
C -1.089 0.081 0.312
O -1.880 1.052 -0.187
H 2.981 0.969 0.494
H 1.819 1.706 -0.624
H 1.550 -1.038 0.898
H -0.031 0.221 -1.410
H -0.623 -2.021 0.515
H -1.740 -1.588 -1.005
H -0.710 0.237 1.330
H -2.769 1.300 0.279
```

Highest occupied orbital energy in eV: -14.7868
Energy relative to the best compared isomer or geometry (same formula, charge and spin) in kcal/mol: 53.85
Gap between HOMO and LUMO in eV: 11.44
Net charge: +1
SMILES string: C=C[N@H+]1C[C@@H]1O
M in g/mol: 86.11

Results of the Mulliken charge analysis, in e, for atoms 1 through 5: -0.764, 0.023, -0.046, -0.311, 0.071

=====

Record 3
The following is a quantum chemistry calculation of a cluster of 6 separate species, H13O6 in total, from OMol25.

Geometry as XYZ:
```
19
Properties=species:S:1:pos:R:3
O 38.831 39.508 25.236
H 37.810 39.553 25.172
H 39.213 38.816 24.493
H 39.177 39.142 26.048
O 40.183 40.848 22.479
H 40.777 41.454 22.161
H 40.678 40.054 22.836
O 36.230 40.325 24.553
H 36.114 41.323 24.307
H 35.794 40.084 25.264
O 38.478 37.426 23.511
H 37.683 37.555 23.050
H 38.591 36.499 23.082
O 39.197 38.937 27.673
H 40.149 38.954 28.134
H 38.529 39.044 28.329
O 41.488 38.454 24.281
H 41.503 37.423 24.195
H 41.874 38.971 24.935
```

Highest occupied orbital energy in eV: -14.0824
Energy relative to the best compared isomer or geometry (same formula, charge and spin) in kcal/mol: 59.28
Gap between HOMO and LUMO in eV: 10.77
Net charge: +1
M in g/mol: 109.10

Results of the Mulliken charge analysis, in e, for atoms 1 through 5: -0.368, 0.412, 0.505, 0.507, -0.620

=====

Record 4
The following is a quantum chemistry calculation of a structure of composition C5H5Br15, from OMol25.

Geometry as XYZ:
```
25
Properties=species:S:1:pos:R:3
C -2.511 -4.050 1.612
Br -1.994 -5.911 1.055
Br -1.475 -3.408 3.245
Br -4.446 -4.024 1.832
H -2.309 -3.466 0.714
C -0.864 -1.817 -3.140
Br -1.357 -3.092 -4.545
Br 0.168 -0.266 -3.770
Br 0.212 -2.891 -1.913
H -1.731 -1.432 -2.604
C 3.693 0.624 -0.569
Br 3.421 -0.365 -2.240
Br 3.803 2.517 -1.111
Br 5.257 0.110 0.419
H 2.784 0.426 -0.001
C -1.158 0.478 0.961
Br -2.543 -0.659 0.108
Br 0.106 1.120 -0.489
Br -0.035 -0.283 2.363
H -1.659 1.351 1.380
C 0.572 4.885 1.447
Br -1.195 4.228 1.097
Br 0.493 6.654 2.419
Br 1.572 5.143 -0.196
H 1.197 4.131 1.926
```

Highest occupied orbital energy (spin up / spin down) in eV: -1.7268 / -6.1498
Energy relative to the best compared isomer or geometry (same formula, charge and spin) in kcal/mol: 0.00
Gap between HOMO and LUMO (spin up / spin down) in eV: 3.52 / 7.94
Multiplicity: 2
Net charge: -1
M in g/mol: 1263.65

Results of the Mulliken charge analysis, in e, for atoms 1 through 5: 0.008, -0.081, -0.003, -0.021, 0.044

=====

Record 5
The following is a quantum chemistry calculation of a structure of composition C5H6I2, from OMol25.

Geometry as XYZ:
```
13
Properties=species:S:1:pos:R:3
C -0.785 -1.729 0.318
C -1.236 -0.460 0.411
C 0.370 -1.232 -0.528
C -0.176 0.199 -0.422
C 0.943 1.569 0.320
I -2.408 0.833 1.540
I -0.829 0.980 -2.303
H -0.986 -2.626 0.925
H 1.243 -1.345 0.022
H 0.672 -1.455 -1.503
H 1.125 1.348 1.341
H 0.275 2.408 0.155
H 1.791 1.509 -0.275
```

Highest occupied orbital energy in eV: -9.1280
Energy relative to the best compared isomer or geometry (same formula, charge and spin) in kcal/mol: 39.82
Gap between HOMO and LUMO in eV: 9.54
M in g/mol: 319.91

Results of the Mulliken charge analysis, in e, for atoms 1 through 5: -0.323, -0.292, -0.575, -0.090, -1.100

=====

Record 6
The following is a quantum chemistry calculation of a structure of composition C4H6N2O2, from OMol25.

Geometry as XYZ:
```
14
Properties=species:S:1:pos:R:3
C -1.386 0.482 0.689
C 0.002 0.765 0.698
C 0.364 1.454 -0.499
C 1.013 -0.271 0.261
H -0.126 -1.484 -0.237
H -1.523 -1.957 -1.203
H -2.225 0.952 1.341
H 0.240 1.251 1.697
H 0.403 2.434 -0.721
H -0.684 1.393 -1.066
N -0.978 -1.112 -0.740
N -1.970 -0.329 -0.109
O 1.526 0.484 -0.698
O 1.549 -1.369 0.602
```

Highest occupied orbital energy in eV: -9.1671
Energy relative to the best compared isomer or geometry (same formula, charge and spin) in kcal/mol: 125.13
Gap between HOMO and LUMO in eV: 9.81
M in g/mol: 114.10

Results of the Mulliken charge analysis, in e, for atoms 1 through 5: -0.553, 0.269, -0.447, 0.579, 0.170

=====

Record 7
The following is a quantum chemistry calculation of a cluster of 2 separate species, C4H12 in total, from OMol25.

Geometry as XYZ:
```
16
Properties=species:S:1:pos:R:3
C -1.278 0.152 1.784
C -1.595 1.069 0.610
H -0.214 -0.427 1.531
H -1.178 0.661 2.767
H -1.972 -0.578 1.937
H -0.732 1.691 0.336
H -2.335 1.782 0.876
H -1.881 0.551 -0.233
C 2.040 -1.056 -1.183
C 0.804 -0.159 -1.230
H 2.367 -1.177 -2.271
H 2.890 -0.636 -0.586
H 1.783 -2.015 -0.712
H 0.218 -0.502 -0.271
H 0.170 -0.181 -2.206
H 1.063 0.798 -1.050
```

Highest occupied orbital energy in eV: -11.1548
Energy relative to the best compared isomer or geometry (same formula, charge and spin) in kcal/mol: 27.61
Gap between HOMO and LUMO in eV: 12.29
SMILES string: CC.CC
M in g/mol: 60.14

Results of the Mulliken charge analysis, in e, for atoms 1 through 5: -0.664, -0.963, 0.172, 0.293, 0.285

=====

Record 8
The following is a quantum chemistry calculation of a structure of composition C2H2ClI, from OMol25.

Geometry as XYZ:
```
6
Properties=species:S:1:pos:R:3
C 0.976 -0.011 0.843
C -1.198 -1.061 -0.888
Cl 0.661 -1.039 -0.356
I -1.679 0.980 -1.179
H 1.230 0.940 0.354
H 0.010 0.191 1.224
```

Highest occupied orbital energy (spin up / spin down) in eV: -8.1637 / -9.3260
Energy relative to the best compared isomer or geometry (same formula, charge and spin) in kcal/mol: 154.23
Gap between HOMO and LUMO (spin up / spin down) in eV: 5.93 / 8.47
M in g/mol: 188.40

Results of the Mulliken charge analysis, in e, for atoms 1 through 5: -0.598, -0.236, 0.173, 0.033, 0.330